# 1
Molecular formula: C42H84BFO36
Method: DFT, wB97M-V/def2-TZVPD

Calculated values
**2S+1**: 1
**Gap between HOMO and LUMO**: 10.10 eV
**HOMO level**: -9.95 eV
**Largest force on an atom**: 0.80 eV/Å

Bonds (Å) are listed after each position.
Element x y z (Å)
1 C 3.41 -3.93 4.13  C2 1.337, H9 1.084, H10 1.083
2 C 2.88 -4.71 3.19  C1 1.337, C3 1.512, H11 1.087
3 C 1.74 -4.35 2.26  C2 1.512, B4 1.572, H12 1.099, H13 1.092
4 B 0.78 -3.20 2.74  C3 1.572, C5 1.584, H14 1.194
5 C 0.12 -3.08 4.17  B4 1.584, F6 1.427, C7 1.520, H15 1.091
6 F -0.15 -1.70 4.40  C5 1.427
7 C -1.20 -3.81 4.32  C5 1.520, C8 1.548, H16 1.090, H17 1.090
8 C -1.13 -5.34 4.13  C7 1.548, H18 1.087, H19 1.089, H20 1.087
9 H 4.25 -4.30 4.71  C1 1.084
10 H 3.06 -2.94 4.38  C1 1.083
11 H 3.30 -5.70 3.06  C2 1.087
12 H 1.11 -5.25 2.15  C3 1.099
13 H 2.14 -4.15 1.26  C3 1.092
14 H 0.54 -2.31 1.97  B4 1.194
15 H 0.81 -3.39 4.96  C5 1.091
16 H -1.98 -3.38 3.68  C7 1.090
17 H -1.54 -3.65 5.34  C7 1.090
18 H -1.96 -5.68 3.50  C8 1.087
19 H -1.23 -5.82 5.10  C8 1.089
20 H -0.18 -5.68 3.72  C8 1.087
21 C -4.03 -7.28 0.85  O22 1.431, H27 1.086, H28 1.088, H29 1.088
22 O -4.43 -7.39 2.22  C21 1.431, C23 1.333
23 C -5.60 -8.00 2.41  O22 1.333, O24 1.202, O25 1.333
24 O -6.32 -8.44 1.55  C23 1.202
25 O -5.84 -8.02 3.72  C23 1.333, C26 1.431
26 C -7.08 -8.65 4.09  O25 1.431, H30 1.088, H31 1.088, H32 1.087
27 H -3.07 -6.77 0.84  C21 1.086
28 H -3.92 -8.26 0.40  C21 1.088
29 H -4.75 -6.69 0.29  C21 1.088
30 H -7.09 -9.69 3.77  C26 1.088
31 H -7.92 -8.11 3.65  C26 1.088
32 H -7.14 -8.60 5.17  C26 1.087
33 C -6.44 -8.53 8.41  O34 1.431, H39 1.086, H40 1.088, H41 1.088
34 O -7.60 -8.54 7.57  C33 1.431, C35 1.332
35 C -8.68 -7.99 8.13  O34 1.332, O36 1.203, O37 1.333
36 O -8.75 -7.52 9.23  C35 1.203
37 O -9.67 -8.06 7.24  C35 1.333, C38 1.429
38 C -10.91 -7.50 7.70  O37 1.429, H42 1.088, H43 1.088, H44 1.086
39 H -5.64 -9.00 7.84  C33 1.086
40 H -6.15 -7.51 8.65  C33 1.088
41 H -6.61 -9.09 9.32  C33 1.088
42 H -10.79 -6.44 7.93  C38 1.088
43 H -11.27 -8.03 8.58  C38 1.088
44 H -11.62 -7.62 6.89  C38 1.086
45 C -2.65 -0.33 -3.25  O46 1.431, H51 1.086, H52 1.088, H53 1.088
46 O -2.92 -0.99 -2.01  C45 1.431, C47 1.330
47 C -2.41 -0.36 -0.95  O46 1.330, O48 1.205, O49 1.330
48 O -1.78 0.67 -0.98  C47 1.205
49 O -2.70 -1.06 0.14  C47 1.330, C50 1.431
50 C -2.21 -0.49 1.36  O49 1.431, H54 1.089, H55 1.088, H56 1.087
51 H -3.12 -0.94 -4.03  C45 1.086
52 H -3.09 0.66 -3.26  C45 1.088
53 H -1.58 -0.27 -3.44  C45 1.088
54 H -2.64 0.49 1.53  C50 1.089
55 H -1.12 -0.43 1.34  C50 1.088
56 H -2.51 -1.16 2.16  C50 1.087
57 C 4.16 3.72 -3.16  O58 1.427, H63 1.087, H64 1.089, H65 1.089
58 O 3.12 4.04 -2.25  C57 1.427, C59 1.337
59 C 2.30 3.02 -1.97  O58 1.337, O60 1.204, O61 1.326
60 O 2.39 1.91 -2.43  C59 1.204
61 O 1.38 3.45 -1.11  C59 1.326, C62 1.438
62 C 0.42 2.45 -0.73  O61 1.438, H66 1.088, H67 1.081, H68 1.085
63 H 4.74 4.63 -3.30  C57 1.087
64 H 4.80 2.94 -2.76  C57 1.089
65 H 3.75 3.41 -4.12  C57 1.089
66 H 0.91 1.61 -0.24  C62 1.088
67 H -0.13 2.10 -1.60  C62 1.081
68 H -0.27 2.92 -0.04  C62 1.085
69 C -2.66 -2.63 7.43  O70 1.428, H75 1.087, H76 1.089, H77 1.086
70 O -3.74 -2.31 8.31  C69 1.428, C71 1.332
71 C -4.55 -3.35 8.51  O70 1.332, O72 1.205, O73 1.331
72 O -4.42 -4.44 8.02  C71 1.205
73 O -5.55 -2.97 9.31  C71 1.331, C74 1.430
74 C -6.50 -4.02 9.53  O73 1.430, H78 1.088, H79 1.088, H80 1.086
75 H -2.07 -1.73 7.31  C69 1.087
76 H -2.03 -3.41 7.86  C69 1.089
77 H -3.04 -2.94 6.47  C69 1.086
78 H -6.02 -4.88 10.00  C74 1.088
79 H -6.96 -4.30 8.59  C74 1.088
80 H -7.26 -3.62 10.20  C74 1.086
81 C 7.90 9.74 -5.76  O82 1.431, H87 1.086, H88 1.089, H89 1.088
82 O 6.85 10.02 -4.83  C81 1.431, C83 1.331
83 C 6.07 8.98 -4.55  O82 1.331, O84 1.206, O85 1.328
84 O 6.18 7.87 -5.00  C83 1.206
85 O 5.15 9.37 -3.67  C83 1.328, C86 1.436
86 C 4.24 8.34 -3.25  O85 1.436, H90 1.088, H91 1.088, H92 1.085
87 H 8.45 10.66 -5.89  C81 1.086
88 H 8.57 8.97 -5.36  C81 1.089
89 H 7.49 9.42 -6.71  C81 1.088
90 H 4.78 7.54 -2.75  C86 1.088
91 H 3.67 7.96 -4.09  C86 1.088
92 H 3.56 8.81 -2.54  C86 1.085
93 C 6.91 9.97 -1.04  O94 1.430, H99 1.086, H100 1.090, H101 1.085
94 O 6.89 10.12 0.39  C93 1.430, C95 1.331
95 C 6.28 9.12 1.02  O94 1.331, O96 1.204, O97 1.332
96 O 5.77 8.17 0.50  C95 1.204
97 O 6.33 9.37 2.33  C95 1.332, C98 1.429
98 C 5.71 8.36 3.13  O97 1.429, H102 1.088, H103 1.088, H104 1.086
99 H 7.42 10.84 -1.44  C93 1.086
100 H 7.45 9.07 -1.32  C93 1.090
101 H 5.89 9.95 -1.43  C93 1.085
102 H 6.20 7.40 3.00  C98 1.088
103 H 4.65 8.28 2.90  C98 1.088
104 H 5.82 8.69 4.17  C98 1.086
105 C -1.99 0.55 4.86  O106 1.433, H111 1.077, H112 1.089, H113 1.090
106 O -2.31 1.78 4.21  C105 1.433, C107 1.331
107 C -3.10 2.59 4.91  O106 1.331, O108 1.203, O109 1.334
108 O -3.54 2.38 6.01  C107 1.203
109 O -3.32 3.69 4.18  C107 1.334, C110 1.428
110 C -4.15 4.66 4.82  O109 1.428, H114 1.088, H115 1.088, H116 1.086
111 H -1.36 -0.01 4.19  C105 1.077
112 H -1.45 0.74 5.79  C105 1.089
113 H -2.90 -0.02 5.07  C105 1.090
114 H -3.70 5.01 5.74  C110 1.088
115 H -5.14 4.24 5.02  C110 1.088
116 H -4.24 5.49 4.12  C110 1.086
117 C 4.04 7.73 -7.41  O118 1.430, H123 1.086, H124 1.086, H125 1.088
118 O 3.11 8.34 -8.31  C117 1.430, C119 1.331
119 C 1.84 7.98 -8.10  O118 1.331, O120 1.203, O121 1.332
120 O 1.45 7.23 -7.25  C119 1.203
121 O 1.08 8.61 -9.00  C119 1.332, C122 1.429
122 C -0.31 8.32 -8.89  O121 1.429, H126 1.088, H127 1.088, H128 1.086
123 H 5.02 8.10 -7.68  C117 1.086
124 H 3.82 8.02 -6.38  C117 1.086
125 H 4.02 6.65 -7.50  C117 1.088
126 H -0.70 8.63 -7.92  C122 1.088
127 H -0.50 7.25 -9.04  C122 1.088
128 H -0.81 8.88 -9.67  C122 1.086
129 C -2.98 -2.41 -8.77  O130 1.429, H135 1.086, H136 1.088, H137 1.088
130 O -2.28 -1.62 -7.80  C129 1.429, C131 1.334
131 C -1.61 -0.59 -8.32  O130 1.334, O132 1.202, O133 1.332
132 O -1.56 -0.30 -9.48  C131 1.202
133 O -1.02 0.06 -7.32  C131 1.332, C134 1.430
134 C -0.26 1.20 -7.72  O133 1.430, H138 1.088, H139 1.088, H140 1.086
135 H -3.47 -3.21 -8.22  C129 1.086
136 H -3.72 -1.82 -9.29  C129 1.088
137 H -2.27 -2.85 -9.48  C129 1.088
138 H -0.90 1.94 -8.20  C134 1.088
139 H 0.55 0.91 -8.39  C134 1.088
140 H 0.16 1.63 -6.81  C134 1.086
141 C -2.50 -11.44 -2.69  O142 1.430, H147 1.086, H148 1.088, H149 1.088
142 O -1.53 -10.73 -3.48  C141 1.430, C143 1.332
143 C -1.55 -9.41 -3.31  O142 1.332, O144 1.203, O145 1.332
144 O -2.30 -8.80 -2.59  C143 1.203
145 O -0.61 -8.88 -4.09  C143 1.332, C146 1.429
146 C -0.53 -7.45 -4.02  O145 1.429, H150 1.088, H151 1.088, H152 1.086
147 H -2.37 -12.49 -2.92  C141 1.086
148 H -2.32 -11.27 -1.63  C141 1.088
149 H -3.51 -11.13 -2.96  C141 1.088
150 H -0.28 -7.13 -3.01  C146 1.088
151 H -1.46 -6.99 -4.34  C146 1.088
152 H 0.27 -7.16 -4.70  C146 1.086
153 C 12.02 4.29 -3.69  O154 1.428, H159 1.086, H160 1.088, H161 1.088
154 O 10.79 4.23 -4.42  C153 1.428, C155 1.335
155 C 9.79 4.89 -3.85  O154 1.335, O156 1.204, O157 1.329
156 O 9.85 5.51 -2.82  C155 1.204
157 O 8.71 4.76 -4.62  C155 1.329, C158 1.434
158 C 7.55 5.43 -4.12  O157 1.434, H162 1.080, H163 1.090, H164 1.085
159 H 12.74 3.71 -4.26  C153 1.086
160 H 12.37 5.31 -3.61  C153 1.088
161 H 11.91 3.85 -2.70  C153 1.088
162 H 7.73 6.50 -4.04  C158 1.080
163 H 7.26 5.02 -3.15  C158 1.090
164 H 6.75 5.26 -4.83  C158 1.085

Results of the Mulliken charge analysis, in e, for atoms 1 through 8: -0.85, -0.05, -0.64, 0.40, 0.02, -0.36, 0.77, -1.37


# 2
Molecular formula: C42H84Br2O20S10
Method: DFT, wB97M-V/def2-TZVPD

Calculated values
**2S+1**: 1
**Gap between HOMO and LUMO**: 9.90 eV
**HOMO level**: -10.04 eV
**Structure (SMILES)**: O=S1(=O)CCCC1.O=S1(=O)CCCC1.O=S1(=O)CCCC1.O=S1(=O)CCCC1.O=S1(=O)CCCC1.O=S1(=O)CCCC1.O=S1(=O)CCCC1.O=S1(=O)CCCC1.O=S1(=O)CCCC1.O=S1(=O)CCCC1.BrCCBr
**Largest force on an atom**: 4.81 eV/Å

Bonds (Å) are listed after each position.
Element x y z (Å)
1 O -3.39 -3.10 6.37  S2 1.447
2 S -2.27 -3.98 6.10  O1 1.447, O3 1.411, C4 1.735, C7 1.796
3 O -1.98 -5.03 7.00  S2 1.411
4 C -2.22 -4.40 4.42  S2 1.735, C5 1.547, H8 1.090, H9 1.090
5 C -0.95 -3.76 3.82  C4 1.547, C6 1.534, H10 1.090, H11 1.090
6 C -0.73 -2.50 4.66  C5 1.534, C7 1.508, H12 1.090, H13 1.090
7 C -0.87 -2.86 6.12  S2 1.796, C6 1.508, H14 1.090, H15 1.090
8 H -3.13 -4.04 3.93  C4 1.090
9 H -2.19 -5.48 4.26  C4 1.090
10 H -0.17 -4.49 4.03  C5 1.090
11 H -0.98 -3.53 2.75  C5 1.090
12 H -1.49 -1.81 4.30  C6 1.090
13 H 0.20 -1.95 4.47  C6 1.090
14 H -1.09 -2.01 6.75  C7 1.090
15 H -0.12 -3.50 6.60  C7 1.090
16 O -4.45 5.50 -4.01  S17 1.472
17 S -3.01 5.45 -3.68  O16 1.472, O18 1.450, C19 1.787, C22 1.907
18 O -2.08 5.26 -4.77  S17 1.450
19 C -2.43 6.82 -2.69  S17 1.787, C20 1.570, H23 1.090, H24 1.090
20 C -2.27 6.27 -1.23  C19 1.570, C21 1.512, H25 1.090, H26 1.090
21 C -1.69 4.89 -1.41  C20 1.512, C22 1.592, H27 1.090, H28 1.090
22 C -2.66 4.09 -2.39  S17 1.907, C21 1.592, H29 1.090, H30 1.090
23 H -3.16 7.63 -2.80  C19 1.090
24 H -1.44 7.19 -2.92  C19 1.090
25 H -1.54 6.77 -0.60  C20 1.090
26 H -3.20 6.21 -0.66  C20 1.090
27 H -1.64 4.35 -0.46  C21 1.090
28 H -0.65 4.97 -1.73  C21 1.090
29 H -3.68 4.02 -2.01  C22 1.090
30 H -2.43 3.19 -2.96  C22 1.090
31 O 6.09 -0.44 2.08  S32 1.411
32 S 6.25 -1.17 0.88  O31 1.411, O33 1.455, C34 1.777, C37 1.862
33 O 6.37 -2.62 0.95  S32 1.455
34 C 5.10 -0.61 -0.35  S32 1.777, C35 1.531, H38 1.090, H39 1.090
35 C 5.71 0.53 -1.16  C34 1.531, C36 1.526, H40 1.090, H41 1.090
36 C 7.12 0.91 -0.71  C35 1.526, C37 1.565, H42 1.090, H43 1.090
37 C 7.66 -0.42 -0.09  S32 1.862, C36 1.565, H44 1.090, H45 1.090
38 H 4.33 -0.39 0.39  C34 1.090
39 H 4.67 -1.37 -1.01  C34 1.090
40 H 5.62 0.18 -2.19  C35 1.090
41 H 5.03 1.36 -0.94  C35 1.090
42 H 7.08 1.71 0.04  C36 1.090
43 H 7.85 1.34 -1.39  C36 1.090
44 H 8.51 -0.25 0.57  C37 1.090
45 H 7.82 -1.09 -0.94  C37 1.090
46 O 1.05 -4.61 -1.14  S47 1.491
47 S 1.83 -5.88 -1.10  O46 1.491, O48 1.461, C49 1.909, C52 1.892
48 O 1.06 -7.11 -1.00  S47 1.461
49 C 3.08 -5.87 -2.55  S47 1.909, C50 1.566, H53 1.090, H54 1.090
50 C 4.38 -6.56 -2.03  C49 1.566, C51 1.556, H55 1.090, H56 1.090
51 C 4.62 -6.08 -0.58  C50 1.556, C52 1.506, H57 1.090, H58 1.090
52 C 3.29 -5.91 0.11  S47 1.892, C51 1.506, H59 1.090, H60 1.090
53 H 3.22 -4.84 -2.86  C49 1.090
54 H 2.66 -6.42 -3.39  C49 1.090
55 H 4.22 -7.63 -2.19  C50 1.090
56 H 5.16 -6.40 -2.78  C50 1.090
57 H 5.15 -5.13 -0.70  C51 1.090
58 H 5.25 -6.77 -0.02  C51 1.090
59 H 3.15 -5.01 0.72  C52 1.090
60 H 2.97 -6.56 0.92  C52 1.090
61 O -1.16 3.57 2.70  S62 1.486
62 S -2.44 4.31 2.58  O61 1.486, O63 1.422, C64 1.943, C67 1.809
63 O -2.50 5.71 2.34  S62 1.422
64 C -3.65 3.39 1.38  S62 1.943, C65 1.610, H68 1.090, H69 1.090
65 C -4.90 2.85 2.26  C64 1.610, C66 1.588, H70 1.090, H71 1.090
66 C -4.96 3.83 3.51  C65 1.588, C67 1.600, H72 1.090, H73 1.090
67 C -3.45 3.92 4.03  S62 1.809, C66 1.600, H74 1.090, H75 1.090
68 H -3.06 2.68 0.81  C64 1.090
69 H -3.87 4.11 0.59  C64 1.090
70 H -5.79 2.81 1.64  C65 1.090
71 H -4.58 1.88 2.64  C65 1.090
72 H -5.58 3.50 4.34  C66 1.090
73 H -5.28 4.85 3.31  C66 1.090
74 H -3.40 2.90 4.41  C67 1.090
75 H -3.14 4.56 4.86  C67 1.090
76 O 5.03 6.60 -0.69  S77 1.478
77 S 4.92 5.13 -0.78  O76 1.478, O78 1.466, C79 1.897, C82 1.927
78 O 6.09 4.25 -0.61  S77 1.466
79 C 3.73 4.54 0.57  S77 1.897, C80 1.551, H83 1.090, H84 1.090
80 C 2.32 4.68 -0.07  C79 1.551, C81 1.553, H85 1.090, H86 1.090
81 C 2.47 4.20 -1.54  C80 1.553, C82 1.508, H87 1.090, H88 1.090
82 C 3.76 4.59 -2.22  S77 1.927, C81 1.508, H89 1.090, H90 1.090
83 H 3.88 5.10 1.50  C79 1.090
84 H 3.90 3.49 0.81  C79 1.090
85 H 1.69 4.23 0.69  C80 1.090
86 H 2.10 5.75 -0.09  C80 1.090
87 H 1.63 4.72 -2.00  C81 1.090
88 H 2.33 3.12 -1.48  C81 1.090
89 H 3.64 5.44 -2.89  C82 1.090
90 H 4.07 3.79 -2.89  C82 1.090
91 O -3.92 -0.93 2.47  S92 1.463
92 S -4.28 -1.58 1.20  O91 1.463, O93 1.466, C94 1.872, C97 1.837
93 O -3.29 -2.46 0.57  S92 1.466
94 C -5.98 -2.35 1.20  S92 1.872, C95 1.562, H98 1.090, H99 1.090
95 C -7.02 -1.21 0.96  C94 1.562, C96 1.519, H100 1.090, H101 1.090
96 C -6.40 -0.48 -0.21  C95 1.519, C97 1.519, H102 1.090, H103 1.090
97 C -4.90 -0.35 -0.01  S92 1.837, C96 1.519, H104 1.090, H105 1.090
98 H -5.90 -3.06 2.03  C94 1.090
99 H -5.98 -3.01 0.33  C94 1.090
100 H -8.10 -1.37 0.86  C95 1.090
101 H -6.81 -0.45 1.72  C95 1.090
102 H -6.76 0.54 -0.36  C96 1.090
103 H -6.57 -0.97 -1.16  C96 1.090
104 H -4.55 0.61 0.37  C97 1.090
105 H -4.45 -0.51 -0.99  C97 1.090
106 O 0.33 -1.86 -6.24  S107 1.438
107 S 0.47 -1.48 -4.86  O106 1.438, O108 1.422, C109 1.804, C112 1.834
108 O -0.68 -1.31 -4.04  S107 1.422
109 C 1.54 -2.68 -4.04  S107 1.804, C110 1.568, H113 1.090, H114 1.090
110 C 2.88 -1.89 -3.82  C109 1.568, C111 1.594, H115 1.090, H116 1.090
111 C 2.50 -0.35 -3.65  C110 1.594, C112 1.527, H117 1.090, H118 1.090
112 C 1.49 0.04 -4.73  S107 1.834, C111 1.527, H119 1.090, H120 1.090
113 H 1.71 -3.51 -4.73  C109 1.090
114 H 1.16 -3.05 -3.09  C109 1.090
115 H 3.57 -2.33 -3.11  C110 1.090
116 H 3.55 -2.00 -4.67  C110 1.090
117 H 3.36 0.32 -3.63  C111 1.090
118 H 1.92 -0.29 -2.73  C111 1.090
119 H 1.98 0.21 -5.68  C112 1.090
120 H 0.88 0.93 -4.56  C112 1.090
121 O -4.36 -3.71 -6.65  S122 1.461
122 S -4.99 -4.37 -5.52  O121 1.461, O123 1.481, C124 1.882, C127 1.821
123 O -4.89 -5.85 -5.47  S122 1.481
124 C -4.35 -3.61 -3.92  S122 1.882, C125 1.507, H128 1.090, H129 1.090
125 C -5.17 -2.39 -3.56  C124 1.507, C126 1.512, H130 1.090, H131 1.090
126 C -6.55 -2.56 -4.15  C125 1.512, C127 1.556, H132 1.090, H133 1.090
127 C -6.63 -3.63 -5.28  S122 1.821, C126 1.556, H134 1.090, H135 1.090
128 H -3.28 -3.42 -4.00  C124 1.090
129 H -4.52 -4.40 -3.19  C124 1.090
130 H -5.08 -2.35 -2.47  C125 1.090
131 H -4.87 -1.38 -3.84  C125 1.090
132 H -7.15 -1.66 -4.27  C126 1.090
133 H -7.09 -2.92 -3.28  C126 1.090
134 H -7.10 -3.31 -6.22  C127 1.090
135 H -7.26 -4.46 -4.94  C127 1.090
136 O 5.51 3.71 6.04  S137 1.473
137 S 4.93 3.29 4.76  O136 1.473, O138 1.461, C139 1.807, C142 1.783
138 O 5.16 4.03 3.52  S137 1.461
139 C 5.03 1.50 4.52  S137 1.807, C140 1.511, H143 1.090, H144 1.090
140 C 3.58 1.10 4.31  C139 1.511, C141 1.577, H145 1.090, H146 1.090
141 C 2.77 2.07 5.25  C140 1.577, C142 1.487, H147 1.090, H148 1.090
142 C 3.16 3.45 4.87  S137 1.783, C141 1.487, H149 1.090, H150 1.090
143 H 5.27 1.15 5.52  C139 1.090
144 H 5.83 1.14 3.88  C139 1.090
145 H 3.67 1.19 3.23  C140 1.090
146 H 3.64 0.04 4.58  C140 1.090
147 H 2.94 1.92 6.31  C141 1.090
148 H 1.72 1.94 5.01  C141 1.090
149 H 2.77 4.34 5.36  C142 1.090
150 H 2.82 3.36 3.84  C142 1.090
151 Br 1.69 -0.38 1.66  C152 1.993
152 C 0.27 -1.52 0.85  Br151 1.993, C153 1.522, H155 1.090, H156 1.090
153 C -0.23 -1.04 -0.50  C152 1.522, Br154 2.046, H157 1.090, H158 1.090
154 Br -1.01 0.85 -0.41  C153 2.046
155 H -0.60 -1.64 1.49  C152 1.090
156 H 0.74 -2.48 0.68  C152 1.090
157 H -1.12 -1.62 -0.75  C153 1.090
158 H 0.62 -1.08 -1.18  C153 1.090

Results of the Mulliken charge analysis, in e, for atoms 1 through 8: -0.67, 1.20, -0.68, -0.43, -0.48, -0.34, -0.88, 0.10


- What is the largest force on an atom in the second record?
  4.81 eV/Å


- Which formula does entry 2 have?
  C42H84Br2O20S10